Formula: C18H40Br2N8O3P2
Source: the Open Molecules 2025 dataset
Level of theory: wB97M-V/def2-TZVPD

* max |F|: 0.1673 Eh/bohr
* HOMO energy: -7.97 eV
* structure (SMILES): N#C[C@@H](Br)[C@H](C#N)CC(=O)Br.CN(C)P(=O)(N(C)C)N(C)C.CN(C)P(=O)(N(C)C)N(C)C
* Kohn-Sham gap: 7.1218 eV

ORCA input file:
```
! RIJCOSX wB97M-V def2-TZVPD def2/J DEFGRID3
* xyz 0 1
N -2.89980 1.86442 3.90636
C -1.75135 2.03879 4.07383
C -0.33776 2.52606 4.51056
Br -0.45253 3.62594 6.17593
C 0.69950 1.30872 4.64530
C 0.49785 0.31339 3.44622
N 0.52786 -0.60435 2.71681
C 0.63253 0.53575 6.03508
C 1.89391 0.81309 6.96099
O 2.28562 -0.04984 7.72331
Br 2.89436 2.52803 6.98607
H 0.10562 3.22785 3.73597
H 1.72908 1.77527 4.50289
H -0.35113 0.72875 6.57657
H 0.64281 -0.58874 5.85487
O -1.74053 1.52249 -2.53086
P -2.94003 1.97589 -1.69240
N -2.88159 0.57449 -0.67323
C -3.98013 -0.10542 -0.00943
C -1.67176 0.46840 0.14396
N -4.07977 1.70170 -2.96679
C -5.17065 0.74723 -2.89551
C -3.56724 1.72281 -4.33696
N -4.25954 2.66158 -0.72827
C -4.93281 3.81342 -1.38036
C -3.78084 3.20111 0.56852
H -4.38499 0.44568 0.84797
H -3.65046 -1.07925 0.36759
H -4.80302 -0.34310 -0.67461
H -1.68240 1.17289 0.98515
H -0.77248 0.67471 -0.44237
H -1.54266 -0.53852 0.54936
H -4.80864 -0.28732 -2.91498
H -5.85699 0.87473 -3.73944
H -5.79280 0.90980 -2.01350
H -3.06613 0.78305 -4.59675
H -2.86505 2.54539 -4.47936
H -4.37707 1.88649 -5.05529
H -4.21856 4.60123 -1.63929
H -5.69364 4.23796 -0.71763
H -5.46809 3.52949 -2.28435
H -2.96907 3.92166 0.42736
H -3.42279 2.41578 1.23321
H -4.59219 3.69217 1.11085
O 3.07089 -3.40444 -3.33471
P 3.21452 -3.02938 -1.85675
N 2.53362 -1.45120 -2.08882
C 2.83131 -0.22608 -1.36905
C 1.12635 -1.44887 -2.50184
N 4.94195 -2.91895 -1.93594
C 5.69476 -1.70441 -1.68498
C 5.61121 -3.67149 -2.99677
N 3.32811 -2.75846 -0.10944
C 4.16700 -3.76313 0.59169
C 2.00528 -2.85389 0.55436
H 2.42317 -0.20367 -0.35055
H 2.41018 0.63558 -1.89773
H 3.89250 -0.00897 -1.31030
H 0.45370 -1.69779 -1.67249
H 0.94313 -2.17341 -3.29882
H 0.82398 -0.47711 -2.90056
H 5.55064 -0.96395 -2.48053
H 6.76747 -1.91623 -1.61890
H 5.44485 -1.26708 -0.71656
H 5.54429 -3.15726 -3.96269
H 5.18109 -4.66861 -3.10010
H 6.67059 -3.81992 -2.76294
H 3.81762 -4.78220 0.39860
H 4.15075 -3.58896 1.67240
H 5.21636 -3.70433 0.30884
H 1.50935 -3.80173 0.32334
H 1.33799 -2.04487 0.26038
H 2.10313 -2.76708 1.63860
*
```

These are the Löwdin partial charges, in e, on atoms 1 to 5: atom 1 (N): 0.171, atom 2 (C): -0.229, atom 3 (C): -0.593, atom 4 (Br): 0.696, atom 5 (C): -0.313

***

Formula: C18H40Br9NO9P2
Source: the Open Molecules 2025 dataset
Level of theory: wB97M-V/def2-TZVPD

* max |F|: 0.0879 Eh/bohr
* HOMO energy (spin up / spin down): -12.61 / -12.61 eV
* Kohn-Sham gap (spin up / spin down): 9.3918 / 4.8572 eV

ORCA input file:
```
! RIJCOSX wB97M-V def2-TZVPD def2/J DEFGRID3
* xyz 1 2
C 24.80651 -8.01111 -13.99723
O 25.93816 -7.92248 -14.38076
N 23.91688 -8.94404 -14.56243
C 22.48078 -8.72795 -14.59569
C 24.35582 -9.98215 -15.50740
H 24.23087 -7.32264 -13.35940
H 21.85981 -9.57889 -14.31571
H 22.12953 -8.09184 -15.40816
H 22.40665 -8.11539 -13.69715
H 25.14306 -10.57043 -15.03591
H 23.53758 -10.59931 -15.87846
H 25.05419 -9.52810 -16.21041
C 26.02844 -8.78968 -18.91999
Br 25.01349 -10.39767 -19.66884
Br 24.69824 -7.49596 -18.43082
Br 27.45320 -8.04209 -20.18643
H 26.33149 -9.23525 -17.97251
C 20.76020 -12.80183 -14.81356
Br 19.57796 -14.43260 -15.14735
Br 20.79481 -11.81713 -16.51500
Br 22.55772 -13.15925 -14.22495
H 20.32527 -12.05714 -14.14695
C 23.42139 -9.02739 -9.62998
Br 22.10861 -8.47558 -10.96818
Br 25.06739 -7.95819 -9.56846
Br 23.83552 -11.00260 -9.72134
H 22.91740 -8.98625 -8.66437
C 28.16249 -10.92552 -16.45116
C 27.29526 -12.18893 -16.45433
O 27.00091 -12.56072 -15.15233
P 27.93877 -13.67672 -14.26467
O 29.38458 -13.76041 -14.55617
O 27.65638 -13.30824 -12.66871
C 28.10477 -12.01566 -12.20407
C 27.44960 -11.70775 -10.85124
O 27.16536 -15.11279 -14.36913
C 25.75415 -15.23239 -14.36167
C 25.41336 -15.65847 -15.79724
H 28.56060 -10.69182 -17.43858
H 27.52725 -10.09278 -16.14930
H 28.97081 -11.15075 -15.75547
H 26.33223 -12.09989 -16.95708
H 27.70917 -12.93151 -17.13650
H 29.15231 -12.20366 -11.96868
H 27.80288 -11.26102 -12.93035
H 26.42643 -11.36107 -10.99628
H 27.51061 -12.61490 -10.25003
H 28.10798 -11.03928 -10.29647
H 25.50900 -15.95532 -13.58362
H 25.27258 -14.26379 -14.22753
H 24.39232 -16.03800 -15.83642
H 25.47363 -14.87657 -16.55428
H 25.96065 -16.51439 -16.19217
C 18.88337 -4.06174 -11.39925
C 19.62094 -3.33897 -12.50417
O 19.99545 -4.04367 -13.68929
P 21.03509 -5.28194 -13.63471
O 20.50952 -6.49591 -12.92264
O 21.37291 -5.45008 -15.26740
C 21.88101 -4.29886 -15.95413
C 23.05200 -4.80689 -16.83145
O 22.37722 -4.66829 -12.90837
C 22.74860 -4.93238 -11.48859
C 23.63727 -3.93180 -10.70543
H 18.25945 -4.79407 -11.91161
H 19.48345 -4.70087 -10.75155
H 18.09404 -3.55544 -10.84362
H 19.21124 -2.39077 -12.85225
H 20.55837 -2.91841 -12.14022
H 21.01619 -3.93907 -16.51158
H 22.17358 -3.43225 -15.36126
H 23.50101 -3.91238 -17.26314
H 23.85193 -5.07884 -16.14279
H 22.89264 -5.59536 -17.56698
H 21.89948 -5.20246 -10.86077
H 23.26391 -5.89098 -11.54898
H 23.48437 -4.14807 -9.64810
H 24.67917 -4.06081 -10.99854
H 23.40229 -2.96129 -11.14247
*
```

These are the Löwdin partial charges, in e, on atoms 1 to 5: atom 1 (C): -0.190, atom 2 (O): 0.184, atom 3 (N): 0.012, atom 4 (C): -0.006, atom 5 (C): 0.019

***

Formula: C18H40F11N6O18S5
Source: the Open Molecules 2025 dataset
Level of theory: wB97M-V/def2-TZVPD

* max |F|: 0.0726 Eh/bohr
* HOMO energy: -12.28 eV
* Kohn-Sham gap: 10.3456 eV

ORCA input file:
```
! RIJCOSX wB97M-V def2-TZVPD def2/J DEFGRID3
* xyz 1 1
C 2.10625 6.68684 1.88993
C 3.18913 7.33568 1.10574
O 3.76653 8.27365 1.51075
N 3.83916 6.69288 -0.07721
H 3.70002 5.63725 -0.09557
H 3.30327 6.91184 -0.99145
C 5.33498 6.95909 -0.19348
H 2.13056 7.13919 2.90453
H 2.25409 5.61135 1.90947
H 1.19420 6.79254 1.36004
H 5.45196 7.79647 0.44425
H 5.74746 7.22069 -1.17514
H 5.93413 6.18107 0.10873
C 5.18826 -1.13464 -0.76839
C 4.85328 -0.65055 -2.11910
O 5.44808 0.07431 -2.79067
N 3.43372 -1.14470 -2.61015
H 3.41723 -2.20630 -2.56093
H 2.73892 -0.80689 -1.82737
C 3.05899 -0.75254 -3.96999
H 5.93792 -0.43354 -0.45049
H 5.78426 -2.04657 -0.87945
H 4.36201 -1.34302 -0.07425
H 3.92157 -0.87471 -4.65645
H 2.87562 0.30336 -3.94580
H 2.12465 -1.21539 -4.32259
C -0.88980 -5.58240 -1.48155
C -1.88472 -4.87833 -2.34422
O -2.24447 -5.18047 -3.45137
N -2.72224 -3.81814 -1.64028
H -3.23409 -4.35600 -0.90342
H -2.04041 -3.27144 -1.02954
C -3.65364 -2.97006 -2.48785
H -1.06522 -6.66908 -1.59446
H -0.88519 -5.16670 -0.44881
H 0.09719 -5.46742 -1.92464
H -3.19303 -2.18867 -3.14390
H -4.38573 -2.47619 -1.85842
H -4.11184 -3.76285 -3.06960
C -2.98138 3.95071 -2.06758
C -2.51685 2.57413 -2.24137
O -2.89200 1.75203 -3.01788
N -1.31273 2.25990 -1.47673
H -0.64942 2.97876 -1.44061
H -1.69731 2.23787 -0.47265
C -0.50591 1.07924 -1.81824
H -3.32677 4.22422 -3.05795
H -2.13268 4.52281 -1.71876
H -3.81567 4.21475 -1.41639
H -1.03724 0.21783 -1.35301
H 0.41786 1.10807 -1.32131
H -0.38720 0.95347 -2.91095
C -4.55769 -1.15624 4.49222
C -3.17865 -1.49775 5.01364
O -2.69647 -1.45688 6.11624
N -2.26505 -1.95896 3.84700
H -2.62044 -2.91864 3.36638
H -2.49799 -1.37392 2.96721
C -0.86397 -2.10113 4.30748
H -4.42809 -0.13539 4.06128
H -5.23206 -1.07486 5.34223
H -4.95833 -1.75295 3.62466
H -0.25197 -2.66553 3.61840
H -0.97482 -2.59629 5.34466
H -0.36933 -1.19018 4.67744
C 3.18573 3.42913 -2.04296
F 2.79383 2.20661 -1.79246
F 4.26422 3.75089 -1.33779
F 3.52916 3.50385 -3.30861
S 1.77677 4.63318 -1.48731
O 2.01570 4.51875 -0.05282
O 2.08921 6.00007 -2.01882
O 0.62814 3.96608 -2.08625
C -2.21194 -6.86300 2.34304
F -1.85195 -6.98724 3.64470
F -1.17148 -7.31370 1.55173
F -3.24181 -7.54600 1.97743
S -2.45653 -5.07906 1.91829
O -3.28482 -4.40757 2.91149
O -1.14490 -4.44743 1.82365
O -3.05934 -5.26972 0.58863
C 1.81667 -2.82793 0.89432
F 1.00326 -2.57678 1.88538
F 2.98350 -2.14586 1.15010
F 2.14274 -4.07821 0.97346
S 1.15968 -2.20284 -0.78287
O 1.83672 -3.07055 -1.73557
O -0.32596 -2.30137 -0.92942
O 1.60985 -0.82293 -0.71984
N -3.22967 0.04678 1.95041
S -2.48046 1.39046 2.23195
O -1.71828 1.90656 1.14619
O -1.84853 1.35482 3.49325
F -3.60949 2.49328 2.28772
S -3.65738 -0.49171 0.45946
O -3.88325 0.54331 -0.49540
O -4.51521 -1.57741 0.64667
F -2.29511 -1.14907 0.09992
*
```

These are the Löwdin partial charges, in e, on atoms 1 to 5: atom 1 (C): 0.032, atom 2 (C): -0.400, atom 3 (O): 0.164, atom 4 (N): 0.077, atom 5 (H): 0.130